DFT (ωB97M-V with the def2-TZVPD basis set) results for a cluster of 6 separate species, C18H23F5NO15P in total at a distorted geometry.

* structure (SMILES): O=C1OC[C@@H](F)O1.O=C1OC[C@@H](F)O1.O=C1OC[C@@H](F)O1.O=C1OC[C@@H](F)O1.O=C1OC[C@@H](F)O1.CC(C)=NP

```
63
Properties=species:S:1:pos:R:3:mulliken_charge:R:1
C -2.69 6.57 1.14 -1.05
C -1.32 6.37 1.84 0.68
C -0.93 5.15 2.69 -0.82
N -0.40 7.29 1.69 -0.49
P 0.22 7.32 0.05 0.01
H -2.97 7.64 1.15 0.36
H -3.50 5.92 1.55 0.32
H -2.59 6.24 0.07 0.24
H -0.39 5.41 3.63 0.42
H -0.21 4.55 2.08 0.10
H -1.79 4.47 2.92 0.20
H 0.72 8.64 -0.21 0.06
H -0.85 7.17 -0.89 0.02
C -3.28 1.72 0.90 -0.43
C -1.97 2.24 0.40 0.25
O -1.04 1.74 1.35 -0.28
C -1.58 0.59 1.82 0.63
O -0.97 -0.24 2.41 -0.54
O -2.89 0.48 1.50 -0.31
F -1.93 3.60 0.42 -0.17
H -3.73 2.37 1.65 0.29
H -4.00 1.55 0.10 0.32
H -1.69 1.88 -0.59 0.19
C -1.34 -3.66 3.38 -0.34
C -0.37 -4.28 2.41 0.97
O -1.02 -5.49 2.06 -0.35
C -2.35 -5.25 2.17 0.67
O -3.20 -5.94 1.70 -0.52
O -2.60 -4.12 2.88 -0.34
F 0.81 -4.58 3.02 -0.30
H -1.20 -4.02 4.40 0.27
H -1.28 -2.57 3.37 0.15
H -0.19 -3.69 1.51 -0.18
C 1.37 -2.25 -0.60 -0.46
C 1.88 -0.92 -1.08 0.35
O 0.74 -0.35 -1.71 -0.27
C -0.34 -0.88 -1.08 0.42
O -1.44 -0.44 -1.16 -0.58
O 0.00 -1.96 -0.34 -0.13
F 2.87 -1.07 -2.00 -0.33
H 1.43 -3.02 -1.37 0.30
H 1.88 -2.60 0.29 0.42
H 2.22 -0.25 -0.28 0.29
C -1.20 -6.27 -2.32 -0.43
C -0.88 -7.26 -1.23 0.46
O 0.48 -6.97 -0.95 -0.33
C 0.65 -5.66 -1.23 0.76
O 1.58 -5.01 -0.86 -0.54
O -0.37 -5.17 -1.97 -0.31
F -0.97 -8.54 -1.69 -0.31
H -0.93 -6.64 -3.31 0.28
H -2.25 -5.99 -2.32 0.29
H -1.48 -7.15 -0.33 0.10
C 4.84 1.37 -3.08 -0.32
C 3.80 2.40 -2.73 0.30
O 4.58 3.50 -2.31 -0.28
C 5.76 3.41 -2.99 0.57
O 6.54 4.30 -3.09 -0.49
O 5.92 2.18 -3.54 -0.33
F 3.03 1.98 -1.69 -0.28
H 5.16 0.79 -2.21 0.26
H 4.50 0.68 -3.85 0.29
H 3.16 2.70 -3.56 0.28
```

=====

DFT (ωB97M-V with the def2-TZVPD basis set) results for an isolated molecule of C18H23FN2O4 at a distorted geometry.

* relative energy (zero: lowest compared OMol25 entry of this formula, charge and spin): 120.1 kcal per mole
* structure (SMILES): NCCO[C@@H]1[C@H]2CC[C@@H](F)C[C@@H]2C(=O)N[C@H]1c1ccc2c(c1)OCO2

```
48
Properties=species:S:1:pos:R:3:mulliken_charge:R:1
O 1.62 -1.52 3.34 -0.65
F 4.30 1.81 1.36 -0.31
O -5.48 0.52 1.59 -0.48
O -3.60 1.82 2.19 -0.54
O 0.28 -0.58 -1.87 -0.32
C 1.38 -1.35 2.18 -0.34
C -4.07 -1.30 0.70 -0.85
C -2.82 -1.78 0.33 -0.62
C -1.80 0.12 1.58 -0.87
C -4.24 -0.09 1.40 0.73
C -3.05 0.66 1.74 0.37
C -1.65 -1.05 0.80 0.01
N -0.08 1.78 -3.70 -0.62
N 0.33 -2.13 1.59 -0.23
C -5.09 1.82 2.05 -0.17
C -0.97 -0.09 -2.41 -0.91
C -0.67 0.38 -3.88 -0.44
C -0.33 -1.61 0.40 0.61
C 4.01 0.82 -0.74 -1.21
C 3.76 -0.39 1.46 -1.14
C 2.49 0.71 -0.83 -0.91
C 4.60 0.72 0.77 0.05
C 0.43 -0.54 -0.43 -0.78
C 2.25 -0.35 1.37 0.44
C 1.88 -0.50 -0.18 -0.20
H -4.99 -1.84 0.62 0.38
H -2.80 -2.60 -0.32 0.55
H -0.91 0.58 1.95 0.54
H 0.55 1.90 -4.44 0.26
H 0.41 1.87 -2.76 0.26
H -0.30 -2.44 2.37 0.44
H -5.38 2.63 1.37 0.26
H -5.60 1.93 2.98 0.25
H -1.27 0.82 -1.93 0.51
H -1.70 -0.86 -2.21 0.40
H -1.74 0.52 -4.31 0.28
H -0.04 -0.28 -4.54 0.30
H -0.46 -2.39 -0.31 0.64
H 4.31 -0.05 -1.37 0.38
H 4.34 1.73 -1.20 0.44
H 3.89 -1.43 1.01 0.41
H 4.09 -0.37 2.46 0.37
H 2.17 0.80 -1.88 0.29
H 2.02 1.56 -0.34 0.47
H 5.65 0.50 0.82 0.43
H 0.09 0.36 0.06 0.36
H 1.82 0.60 1.68 0.50
H 2.33 -1.42 -0.53 0.64
```

=====

DFT (ωB97M-V with the def2-TZVPD basis set) results for an isolated molecule of C18H23FN4O3S at a distorted geometry.

* relative energy (zero: lowest compared OMol25 entry of this formula, charge and spin): 1.6 kcal per mole
* structure (SMILES): O=C(NCCCn1ccnc1)[C@@H]1CCCN(S(=O)(=O)c2ccc(F)cc2)C1

```
50
Properties=species:S:1:pos:R:3:mulliken_charge:R:1
O -1.45 -0.66 -0.86 -0.67
C -1.00 -0.14 0.14 -0.14
N -1.51 -0.33 1.38 -0.03
H -1.09 0.14 2.16 0.28
C -2.66 -1.16 1.64 -0.82
C -3.89 -0.32 2.01 -0.56
H -4.67 -0.98 2.41 0.37
H -3.61 0.39 2.80 0.40
C -4.45 0.45 0.81 -0.75
N -5.16 -0.42 -0.09 0.24
C -6.45 -0.81 0.02 -0.05
N -6.80 -1.64 -0.91 -0.66
C -5.69 -1.82 -1.67 -0.63
C -4.66 -1.07 -1.18 -0.27
H -3.64 -0.95 -1.50 0.52
H -5.70 -2.47 -2.52 0.42
H -7.11 -0.44 0.79 0.37
H -5.13 1.23 1.15 0.37
H -3.63 0.92 0.26 0.31
H -2.43 -1.85 2.46 0.37
H -2.86 -1.74 0.74 0.37
C 0.18 0.83 0.09 1.16
C 1.32 0.18 -0.70 -1.59
N 2.43 1.09 -0.90 0.23
S 3.44 1.20 0.44 1.42
O 4.27 2.35 0.26 -0.75
O 2.72 1.08 1.68 -0.71
C 4.41 -0.28 0.20 -0.26
C 4.32 -1.33 1.09 -0.06
C 5.07 -2.47 0.88 -0.67
C 5.90 -2.52 -0.22 0.41
C 6.01 -1.47 -1.12 -0.68
C 5.25 -0.34 -0.90 -0.34
H 5.30 0.51 -1.56 0.41
H 6.68 -1.55 -1.96 0.44
F 6.64 -3.63 -0.43 -0.32
H 5.02 -3.31 1.56 0.44
H 3.66 -1.24 1.94 0.51
C 2.06 2.34 -1.53 -1.01
C 0.95 3.05 -0.76 -0.64
C -0.25 2.12 -0.60 -1.06
H -1.03 2.62 -0.02 0.42
H -0.66 1.88 -1.59 0.35
H 0.66 3.96 -1.28 0.44
H 1.33 3.32 0.23 0.35
H 2.96 2.95 -1.56 0.47
H 1.74 2.11 -2.55 0.42
H 1.71 -0.69 -0.17 0.35
H 0.95 -0.13 -1.68 0.39
H 0.54 1.05 1.10 0.44
```

=====

DFT (ωB97M-V with the def2-TZVPD basis set) results for an isolated molecule of C18H23FN6O4 at a distorted geometry.

* relative energy (zero: lowest compared OMol25 entry of this formula, charge and spin): 16.5 kcal per mole
* structure (SMILES): Cc1nccn1[C@H](C)C(=O)NC[C@@H]1CCCN(C(=O)c2nc(O)nc(O)c2F)C1

```
52
Properties=species:S:1:pos:R:3:mulliken_charge:R:1
C 2.03 2.19 0.79 -1.54
C 2.24 1.17 -0.27 1.20
N 2.20 1.39 -1.57 -0.73
C 2.49 0.19 -2.16 -0.91
C 2.71 -0.77 -1.22 -0.14
N 2.54 -0.14 -0.01 0.49
C 2.68 -0.75 1.30 0.15
C 4.14 -1.02 1.65 -1.66
C 1.86 -2.05 1.29 0.17
O 2.37 -3.13 1.02 -0.66
N 0.55 -1.88 1.56 0.03
C -0.41 -2.96 1.49 -1.53
C -1.36 -2.88 0.29 0.73
C -0.59 -2.94 -1.05 -0.80
C -0.96 -1.79 -1.98 -1.28
C -0.85 -0.48 -1.23 -0.27
N -1.95 -0.41 -0.23 0.31
C -1.72 0.61 0.70 0.53
O -1.13 0.50 1.75 -0.66
C -2.11 1.98 0.21 0.02
N -1.21 2.95 0.39 -0.32
C -1.54 4.14 -0.07 0.19
O -0.62 5.10 0.10 -0.46
N -2.67 4.48 -0.68 -0.59
C -3.57 3.53 -0.83 0.22
O -4.73 3.81 -1.42 -0.47
C -3.32 2.22 -0.40 0.69
F -4.27 1.29 -0.55 -0.32
C -2.35 -1.71 0.34 -1.29
H 1.80 3.14 0.31 0.32
H 1.19 1.94 1.44 0.34
H 2.92 2.31 1.40 0.34
H 2.53 0.09 -3.24 0.46
H 2.96 -1.81 -1.28 0.50
H 2.24 -0.06 2.02 0.51
H 4.22 -1.45 2.64 0.42
H 4.56 -1.72 0.94 0.30
H 4.70 -0.08 1.61 0.42
H 0.20 -0.96 1.76 0.19
H 0.16 -3.89 1.44 0.48
H -1.00 -2.98 2.42 0.43
H -1.99 -3.77 0.37 0.51
H 0.48 -2.87 -0.85 0.17
H -0.75 -3.90 -1.54 0.37
H -0.27 -1.76 -2.83 0.59
H -1.97 -1.90 -2.39 0.40
H 0.12 -0.43 -0.73 -0.18
H -0.93 0.38 -1.89 0.65
H -0.98 5.91 -0.29 0.36
H -4.72 4.75 -1.65 0.37
H -3.24 -2.01 -0.23 0.35
H -2.68 -1.55 1.37 0.55
```

=====

DFT (ωB97M-V with the def2-TZVPD basis set) results for the ion C18H23FNO3 with charge +1.

* relative energy (zero: lowest compared OMol25 entry of this formula, charge and spin): 1.9 kcal per mole
* structure (SMILES): COc1cc(OC)c(OC)cc1C[NH2+]CCc1cccc(F)c1
* net charge: +1

```
46
Properties=species:S:1:pos:R:3:mulliken_charge:R:1
C -1.86 -3.35 1.28 -1.04
H -1.48 -3.02 2.25 0.39
H -2.90 -3.66 1.38 0.30
H -1.26 -4.19 0.92 0.36
O -1.86 -2.29 0.34 -0.57
C -0.64 -1.73 -0.03 0.98
C 0.57 -2.10 0.53 -0.41
C 1.78 -1.52 0.14 -0.09
C 1.75 -0.50 -0.84 0.78
C 0.53 -0.13 -1.37 -0.08
C -0.67 -0.72 -0.98 -0.13
C -1.94 -0.31 -1.68 -1.51
N -3.12 -0.28 -0.76 0.12
H -2.93 -1.06 -0.09 0.30
H -3.96 -0.52 -1.31 0.43
C -3.39 0.99 -0.04 -0.83
H -4.44 0.97 0.27 0.44
C -2.53 1.18 1.21 -1.18
C -1.11 1.63 0.98 0.77
C -0.08 1.02 1.69 -0.45
C 1.21 1.48 1.53 0.38
C 1.52 2.54 0.70 -0.52
C 0.49 3.15 0.00 -0.86
C -0.82 2.70 0.14 -0.35
H -1.60 3.21 -0.39 0.44
H 0.70 3.99 -0.64 0.46
H 2.54 2.88 0.61 0.55
F 2.19 0.88 2.22 -0.42
H -0.27 0.21 2.37 0.40
H -3.02 1.93 1.82 0.52
H -2.53 0.25 1.79 0.36
H -3.26 1.82 -0.73 0.46
H -1.82 0.67 -2.15 0.36
H -2.16 -1.04 -2.47 0.52
H 0.49 0.64 -2.13 0.43
O 2.93 0.06 -1.22 -0.47
C 2.95 1.00 -2.27 -0.88
H 2.38 1.90 -2.01 0.27
H 3.99 1.26 -2.40 0.27
H 2.56 0.57 -3.20 0.36
O 2.84 -2.02 0.78 -0.50
C 4.15 -1.49 0.63 -0.73
H 4.51 -1.60 -0.39 0.27
H 4.76 -2.07 1.31 0.31
H 4.18 -0.44 0.92 0.24
H 0.64 -2.87 1.28 0.57
```

=====

Ordered HOMO energy results: -7.5895 -8.2052 -8.5079 -8.4513 -10.7678; unit eV.